Entry 1:
Computed, not measured: 3 unconnected molecules or ions with the total composition C17H21F14N4O8S2 at a distorted geometry, with wB97M-V/def2-TZVPD.

Energy above the lowest of the compared OMol25 structures with the same formula, charge and spin in kcal per mole: 302.1
Multiplicity: 1
HOMO level in eV: -12.56
Total charge: +1

Geometry as XYZ:
```
66
Properties=species:S:1:pos:R:3:forces:R:3:nbo_charge:R:1
O -2.35243 -1.00634 -1.32916 0.73 2.56 5.29 -0.7463
S -2.42956 -0.78592 0.18057 -4.13 -8.97 -4.08 1.9985
O -2.92326 -2.14799 0.80873 2.42 6.26 -1.09 -0.7848
N -1.00154 -0.33474 1.03446 3.60 1.48 0.42 -0.7623
C 0.25597 -0.08367 0.54722 0.89 0.70 0.08 0.8266
N 1.39491 0.26243 1.52940 -1.80 -0.64 -2.36 -0.6579
C 2.24133 -0.99602 1.60159 1.30 -2.02 0.27 -0.2570
C 2.23974 -1.74471 3.05981 0.25 -0.84 0.29 -0.4308
C 0.85025 -1.59552 3.91833 0.98 -0.42 0.22 -0.4947
C 0.74307 -0.20837 4.80183 -0.08 0.49 -0.12 0.6519
F 2.07384 0.44565 5.01151 -4.32 -2.12 -0.52 -0.3295
F -0.14626 0.82444 4.22111 2.38 -2.88 1.26 -0.3534
C 0.04286 -0.63667 6.25939 -0.58 1.97 1.38 0.9335
F -0.37969 0.65666 6.90337 1.56 -4.78 -1.70 -0.3168
F -1.22291 -1.41305 6.06906 4.76 2.34 0.72 -0.3194
F 1.06790 -1.33777 7.06750 -4.08 2.22 -2.61 -0.3078
N 0.50887 -0.14850 -0.93473 -1.94 -2.85 2.77 -0.5041
N 1.00089 1.05046 -1.42512 7.93 -0.51 -1.62 -0.3244
C 2.34221 0.79402 -1.67227 0.25 3.44 2.02 0.1919
S 4.06727 0.92114 -1.56940 -6.28 -0.79 -0.72 0.2229
C -3.82462 0.45098 0.60064 0.14 3.71 2.60 0.4697
F -3.96729 0.38240 2.10342 0.37 0.08 -4.92 -0.3112
F -3.45950 1.85770 0.29825 -0.94 -4.80 1.01 -0.2866
C -5.21630 0.10932 -0.19570 -1.21 0.21 -3.54 0.6035
F -5.29104 -1.24920 -0.78019 0.48 4.36 2.24 -0.2886
F -5.27061 1.06543 -1.36234 0.41 -3.26 3.97 -0.2847
C -6.59016 0.35854 0.66354 -2.71 2.31 -0.98 0.5837
F -6.57421 1.64898 1.42628 0.43 -4.58 -2.54 -0.2911
F -7.69079 0.52780 -0.35762 3.85 -0.64 3.40 -0.2883
C -7.05242 -0.89532 1.61518 -2.52 -2.16 2.54 0.9331
F -8.08814 -1.73470 0.93950 4.08 3.02 2.31 -0.2926
F -5.95411 -1.78520 2.05808 -3.67 3.34 -1.71 -0.3079
F -7.73557 -0.33584 2.84074 2.70 -2.02 -4.38 -0.3052
H -1.09687 -0.23328 2.09147 0.04 -0.10 -1.33 0.5089
H 1.99544 1.01938 1.09829 -1.19 -0.93 0.34 0.4352
H 3.38400 -0.75965 1.34900 -2.70 -0.36 0.28 0.2618
H 1.84125 -1.79750 0.81378 1.00 1.62 1.57 0.1914
H 2.36926 -2.91041 2.83527 -0.34 2.57 0.45 0.2461
H 3.19380 -1.46106 3.71464 -2.30 -0.32 -1.47 0.2643
H 0.83496 -2.48661 4.71259 0.03 2.06 -1.73 0.2844
H -0.05681 -1.79227 3.20468 1.49 0.68 1.60 0.2243
H 1.15242 -0.95650 -1.14073 -1.21 0.62 0.53 0.4103
C -3.97759 -1.39440 -3.81059 0.04 0.04 0.33 -0.2579
O -4.18531 -1.54303 -5.21383 -0.30 0.70 -0.51 -0.4965
C -4.64274 -0.42498 -5.83195 -0.18 0.45 -0.05 0.9807
O -4.87694 0.64638 -5.29502 0.38 -1.54 -0.68 -0.6404
O -4.79448 -0.70549 -7.15080 0.24 0.00 1.24 -0.4926
C -5.27362 0.38744 -7.93191 -0.22 0.44 -0.38 -0.2582
H -3.61210 -2.34821 -3.42021 -0.09 0.07 -0.36 0.1956
H -3.22127 -0.62838 -3.61130 -0.29 -0.02 -0.07 0.1883
H -4.91782 -1.15294 -3.30459 0.21 0.12 -0.15 0.1925
H -4.56911 1.22478 -7.89743 -0.21 -0.10 0.13 0.1920
H -6.26577 0.70014 -7.59069 0.27 0.04 0.04 0.1953
H -5.35706 0.05080 -8.96897 0.12 -0.20 0.32 0.2017
C 8.17792 0.98595 -2.23922 0.15 -0.14 -0.48 -0.2557
O 8.05697 1.47656 -0.90543 0.48 0.32 0.49 -0.5136
C 9.20886 1.97115 -0.38594 0.90 0.21 -0.06 0.9779
O 10.28820 2.02214 -0.95462 -1.82 -0.13 0.85 -0.6210
O 8.95181 2.39908 0.87576 -0.14 -0.48 -1.12 -0.5010
C 10.08166 2.94881 1.55062 0.52 0.27 0.34 -0.2592
H 7.19820 0.61531 -2.55307 0.08 0.12 0.29 0.1769
H 8.47645 1.78928 -2.92045 0.10 -0.21 0.15 0.2023
H 8.88999 0.15559 -2.28204 -0.02 0.27 -0.04 0.2023
H 10.45636 3.83067 1.02092 0.02 -0.28 0.01 0.1980
H 10.86990 2.19685 1.65937 -0.10 0.20 -0.18 0.1971
H 9.76136 3.25798 2.54941 -0.21 -0.16 -0.29 0.1989
```
Forces are in eV/Å.

***

Entry 2:
Computed, not measured: 6 unconnected molecules or ions with the total composition C28H66BrN6O5S, with wB97M-V/def2-TZVPD.

Multiplicity: 1
HOMO level in eV: -10.15
Total charge: +1

Geometry as XYZ:
```
107
Properties=species:S:1:pos:R:3:forces:R:3:mulliken_charge:R:1
Br 1.34374 5.04555 2.59805 -0.05 0.01 0.11 -0.1369
C 2.08642 3.45444 1.76463 -0.07 0.08 -0.11 -0.4266
C 1.07567 2.77741 0.82526 0.24 0.02 0.14 -0.4248
C 0.82759 1.31355 1.19000 0.43 0.33 -0.75 -0.7384
S -0.52986 1.00749 2.34556 -0.03 -0.60 0.12 0.0114
C -1.78327 2.17934 1.82596 0.02 0.11 0.28 0.4505
C -2.02342 3.35761 2.50356 -0.04 -0.01 0.01 -0.1101
C -3.02658 4.16108 1.96900 0.03 0.11 0.09 -0.6548
C -3.68393 3.74640 0.82547 -0.02 -0.01 -0.01 -0.2141
C -3.33976 2.53082 0.24165 -0.14 0.04 -0.22 -0.4761
N -2.39222 1.74158 0.74541 -0.07 0.03 -0.13 -0.4578
H 2.96686 3.79775 1.22414 -0.04 -0.08 0.10 0.1418
H 2.39705 2.80791 2.58440 0.04 0.02 -0.08 0.3099
H 0.14731 3.34550 0.81198 -0.02 -0.05 -0.10 0.3863
H 1.45399 2.80151 -0.20028 0.00 -0.06 0.10 0.3782
H 0.53077 0.73406 0.31081 -0.16 0.04 0.15 0.4994
H 1.74819 0.85543 1.56614 -0.30 -0.19 0.34 0.3574
H -0.09792 1.54610 3.49874 0.11 0.33 -0.09 0.2554
H -1.45841 3.64834 3.38079 -0.05 0.00 -0.08 0.3942
H -3.27575 5.10554 2.43786 0.03 -0.07 -0.01 0.4362
H -4.45972 4.35411 0.37611 0.04 -0.05 0.05 0.4320
H -3.85269 2.19622 -0.65768 0.10 -0.11 0.11 0.5467
C -9.06576 1.32758 -3.26104 -0.04 0.00 0.01 -1.5326
C -8.05730 0.33798 -2.68734 -0.07 0.05 -0.14 0.3159
C -7.07293 0.95560 -1.68818 0.00 -0.10 0.05 -0.7416
O -6.04745 1.74530 -2.27126 0.07 0.11 0.09 -0.3293
C -6.41755 3.07301 -2.59733 0.07 -0.02 -0.01 -0.7447
N -7.38771 -0.35186 -3.79114 0.22 -0.01 0.09 -0.4675
H -8.61568 1.95840 -4.02807 0.02 0.00 0.01 0.3317
H -9.88642 0.78766 -3.73024 0.02 -0.01 -0.02 0.3578
H -9.48046 1.97219 -2.48393 0.00 0.00 0.00 0.3591
H -8.61800 -0.41737 -2.12808 0.01 0.01 0.04 0.3332
H -6.55207 0.14340 -1.17447 0.03 0.01 -0.02 0.3322
H -7.60772 1.54075 -0.92794 -0.04 0.01 -0.03 0.4696
H -7.12668 3.47705 -1.86798 -0.02 0.01 -0.01 0.3503
H -6.85598 3.14537 -3.59390 -0.04 0.01 0.02 0.2436
H -5.51013 3.67849 -2.58496 0.00 0.00 0.00 0.2698
H -6.81046 -1.10264 -3.42377 -0.05 -0.04 -0.02 0.2684
H -6.73136 0.29337 -4.22319 -0.06 0.02 -0.04 0.2457
C 6.09210 -2.54931 2.92685 0.09 -0.06 -0.04 -1.3267
C 4.57512 -2.65444 2.83119 0.10 0.03 0.23 0.4027
C 3.89736 -1.38679 2.30067 -0.12 -0.05 -0.21 -0.7675
O 3.80925 -0.30161 3.21032 -0.07 0.12 -0.05 -0.3460
C 4.98562 0.48713 3.31945 -0.05 0.02 0.07 -0.7810
N 4.05216 -3.08705 4.12726 -0.13 0.11 -0.08 -0.6256
H 6.40137 -1.96904 3.79738 -0.03 0.02 0.00 0.3262
H 6.51910 -3.54621 3.03275 0.01 0.00 0.01 0.1313
H 6.52615 -2.09131 2.03645 -0.01 0.01 0.00 0.3800
H 4.34174 -3.44266 2.10892 -0.02 0.03 -0.05 0.3777
H 2.86166 -1.63974 2.04992 -0.01 0.01 0.05 0.3557
H 4.38606 -1.04931 1.37609 0.04 -0.05 0.00 0.4311
H 5.49941 0.56376 2.35686 0.02 0.00 0.00 0.3657
H 5.67732 0.08615 4.06117 0.03 -0.02 -0.04 0.2934
H 4.68393 1.48376 3.64178 0.00 0.00 0.00 0.2621
H 3.06325 -3.30406 4.05774 0.03 -0.09 -0.01 0.2661
H 4.11664 -2.31446 4.78364 0.07 -0.05 0.03 0.2735
C -7.14075 -4.49011 -7.69248 0.02 -0.01 -0.01 -1.4718
C -7.19160 -3.39716 -6.63128 -0.06 0.01 -0.10 0.3973
C -7.97408 -3.77375 -5.36912 0.09 0.02 0.13 -0.2745
O -9.37839 -3.75423 -5.51371 -0.04 -0.03 -0.02 -0.3782
C -9.95051 -4.92444 -6.06374 -0.04 0.03 0.03 -0.6548
N -7.68415 -2.15637 -7.23219 0.03 0.05 0.10 -0.7274
H -8.08225 -4.55791 -8.23833 -0.02 0.00 0.03 0.2897
H -6.36147 -4.26733 -8.42031 -0.02 0.03 -0.02 0.3625
H -6.92940 -5.46579 -7.25073 0.00 0.00 0.00 0.3426
H -6.16428 -3.20863 -6.29949 0.01 -0.03 0.03 0.3640
H -7.74777 -3.01671 -4.61483 -0.11 0.01 0.03 -0.0732
H -7.65172 -4.74741 -4.97310 0.03 -0.02 -0.08 0.4120
H -9.41072 -5.81948 -5.73816 0.00 -0.01 -0.01 0.3078
H -9.96855 -4.90024 -7.15618 0.03 -0.03 0.00 0.2294
H -10.97700 -4.98366 -5.70441 0.00 0.00 0.00 0.2575
H -7.61424 -1.40648 -6.54958 0.00 0.00 0.00 0.2570
H -8.68164 -2.26083 -7.39571 0.01 -0.01 -0.06 0.3207
C 5.38891 6.84018 -1.18926 0.03 -0.03 -0.03 -1.5310
C 4.26567 6.32242 -0.29892 0.07 0.08 0.03 0.4784
C 2.87158 6.41821 -0.93338 -0.04 -0.09 0.02 -0.0732
O 2.31213 7.71048 -0.94783 0.00 0.04 -0.01 -0.4406
C 2.72360 8.54535 -2.01669 -0.05 0.02 0.01 -0.6482
N 4.34710 6.98228 1.00528 -0.15 -0.08 -0.06 -0.6329
H 5.41597 7.92983 -1.19749 -0.03 0.00 -0.01 0.3067
H 6.35125 6.49681 -0.81284 0.00 0.02 0.03 0.3626
H 5.27799 6.49165 -2.21752 0.00 0.00 0.00 0.3554
H 4.44530 5.25192 -0.13266 0.00 -0.02 -0.03 0.1799
H 2.18103 5.81803 -0.32976 -0.01 0.02 0.01 -0.1441
H 2.88034 5.99573 -1.94843 0.04 0.01 0.00 0.4399
H 2.87493 7.96663 -2.93290 0.01 0.00 -0.01 0.3087
H 3.64200 9.08775 -1.78256 0.02 -0.03 -0.02 0.2369
H 1.92863 9.26966 -2.18483 0.00 0.00 0.01 0.2707
H 3.67567 6.56745 1.64349 0.02 -0.01 0.04 0.2157
H 4.03678 7.94353 0.89255 0.09 0.02 0.01 0.3264
C 8.32161 -6.81261 6.81090 -0.01 -0.02 0.03 -1.4904
C 7.46667 -5.93095 5.90770 0.09 0.00 0.02 0.4695
C 6.95485 -6.63233 4.64453 -0.11 0.04 -0.01 -0.6674
O 7.92291 -6.80638 3.62921 0.05 -0.01 -0.01 -0.3680
C 8.76137 -7.93686 3.77203 -0.01 0.01 -0.06 -0.6645
N 8.20207 -4.70079 5.60548 -0.09 0.02 -0.09 -0.6955
H 9.32909 -6.93398 6.41169 -0.01 -0.01 -0.03 0.2995
H 8.41731 -6.35570 7.79497 0.02 0.02 -0.01 0.3677
H 7.88003 -7.80305 6.93433 0.00 0.00 0.00 0.3534
H 6.57287 -5.64403 6.47101 -0.02 -0.01 -0.01 0.3629
H 6.17917 -6.00222 4.19995 0.01 0.00 -0.01 0.2776
H 6.49329 -7.59689 4.89595 0.03 0.00 0.03 0.4550
H 8.21623 -8.77955 4.20834 0.01 -0.01 0.01 0.3106
H 9.63774 -7.72442 4.38913 -0.02 -0.02 0.03 0.2280
H 9.10137 -8.21673 2.77592 0.00 0.00 0.00 0.2527
H 7.59313 -4.05963 5.10667 -0.02 0.02 0.06 0.1574
H 8.94134 -4.92814 4.94616 0.04 0.00 0.05 0.3393
```
Forces are in eV/Å.

***

Entry 3:
Computed, not measured: 2 unconnected molecules or ions with the total composition C5H15N2O at a distorted geometry, with wB97M-V/def2-TZVPD.

Energy above the lowest of the compared OMol25 structures with the same formula, charge and spin in kcal per mole: 77.9
Multiplicity: 1
HOMO level in eV: -13.23
Total charge: +1

Geometry as XYZ:
```
23
Properties=species:S:1:pos:R:3:forces:R:3:nbo_charge:R:1
C 0.38548 2.47654 -0.80595 1.85 0.57 -2.17 -0.6574
C 0.31122 1.01528 -0.49114 -1.91 -0.29 5.44 -0.0915
C -1.18533 0.62525 -0.19219 2.18 0.59 -0.28 -0.4175
C -1.12193 -0.76286 0.33619 -4.42 -3.02 2.40 -0.2978
C -0.49354 -3.09318 0.01684 2.44 -0.67 -2.27 0.0196
N -0.36341 -1.86905 -0.25703 -0.09 0.80 -0.96 -0.4963
N 0.93017 0.13485 -1.42855 2.30 3.11 -4.03 -0.6890
H 1.37202 2.85434 -0.51065 -0.50 0.52 0.15 0.2378
H -0.45196 3.07575 -0.52709 -0.33 0.18 1.36 0.2565
H 0.30208 2.73639 -1.90775 0.44 -0.98 0.65 0.2247
H 0.82537 0.59201 0.59557 -1.03 2.03 -2.90 0.2638
H -1.55712 1.35393 0.59104 0.48 -1.13 -0.71 0.2531
H -1.82205 0.76270 -1.04011 -0.41 -0.03 -0.80 0.2200
H -0.63569 -0.75734 1.28873 -0.04 0.54 0.82 0.2554
H -2.25979 -1.08450 0.58993 2.39 0.37 -0.58 0.1999
H 0.28530 -3.79361 -0.46905 -1.15 1.13 0.73 0.1774
H -1.21722 -3.65415 0.53746 -1.31 0.11 1.17 0.1797
H 0.49112 -0.74996 -1.44113 -0.34 -2.47 0.58 0.4760
H 1.95541 0.13562 -1.27748 -0.67 -0.68 0.03 0.4413
H 0.84864 0.56555 -2.39952 -0.08 -0.73 1.12 0.4244
H 0.69603 0.46300 3.07309 0.29 -1.08 -1.10 0.4861
H 1.69364 -0.73322 3.22495 -2.49 1.41 -3.04 0.5050
O 1.01156 -0.29334 2.49384 2.39 -0.29 4.40 -0.9712
```
Forces are in eV/Å.